Density functional theory data (the ωB97M-V functional and the def2-TZVPD basis) for a 12-piece molecular cluster, C32H78B6F24N8O4 overall in a non-equilibrium geometry.

## Properties
charge	-1
molecular weight	1159.9	g/mol
electronic energy	-4552.03744	Eh
multiplicity	2
HOMO level (alpha / beta)	-1.620 / -5.980	eV
frontier orbital gap (alpha / beta)	0.0929 / 0.2531	Ha
LUMO (alpha / beta)	0.908 / 0.908	eV

The geometry in XYZ format:
```
152
Properties=species:S:1:pos:R:3:forces:R:3
C -0.111410 -8.128300 1.598900 -0.731 2.519 -1.382
C 0.399550 -9.467290 1.320250 0.852 -2.056 0.321
N -0.492530 -10.664700 1.627000 -1.837 -0.483 0.334
C -0.198140 -11.938530 1.250300 1.807 -1.150 -0.022
C -1.164170 -12.841200 1.618430 0.716 1.654 -0.582
N -2.150380 -12.064180 2.157910 -0.024 1.056 0.755
C -1.749350 -10.739740 2.161350 0.610 -0.897 -0.594
C -3.432040 -12.600890 2.693710 0.376 1.073 -1.078
H -0.616440 -7.730890 0.718490 -0.296 -0.045 -0.228
H 0.781030 -7.504270 1.646230 0.030 0.123 0.382
H -0.770280 -7.801490 2.403370 0.340 -0.965 0.568
H 1.378100 -9.525250 1.796890 -0.284 -0.916 1.047
H 0.745160 -9.634630 0.300120 -0.748 0.326 -0.374
H 0.771670 -12.179060 0.840410 0.011 -0.046 -0.090
H -1.178440 -13.904440 1.429470 -0.052 0.058 0.191
H -2.388560 -9.888220 2.342270 0.113 -0.196 0.357
H -3.482030 -13.677020 2.527780 0.291 0.160 0.243
H -4.178330 -12.143700 2.044000 -0.430 -0.117 0.411
H -3.564390 -12.300520 3.733110 -0.017 -0.222 -0.136
C 3.610140 -7.333690 -4.154030 -0.143 -0.361 0.702
C 3.419610 -8.752950 -3.518920 0.959 -0.781 -1.442
N 4.214200 -9.819850 -4.217980 0.572 2.049 0.583
C 5.610130 -9.740090 -4.485530 -0.577 -1.565 -0.777
C 5.940020 -10.895890 -5.147430 -1.326 -0.097 -0.120
N 4.790540 -11.683270 -5.331700 1.331 1.694 0.385
C 3.731750 -11.026480 -4.694910 -0.397 -1.021 -0.226
C 4.765840 -13.014990 -5.861640 -0.813 0.853 0.221
H 2.744480 -6.780390 -3.789910 0.234 0.468 0.024
H 3.606370 -7.251660 -5.240940 -0.415 -0.831 -0.142
H 4.528610 -6.800280 -3.909130 -0.022 -0.231 0.707
H 2.359150 -8.996130 -3.585120 0.030 -0.306 -0.471
H 3.622770 -8.850330 -2.452460 0.391 0.747 0.079
H 6.301900 -8.954210 -4.220460 -0.508 0.069 0.309
H 6.853910 -11.290820 -5.566060 0.175 0.309 0.318
H 2.709350 -11.367250 -4.765470 0.104 0.396 0.033
H 4.178040 -13.039600 -6.779230 0.021 0.070 -0.462
H 4.166150 -13.573280 -5.142760 0.761 -0.889 0.089
H 5.795400 -13.300390 -6.077660 -0.320 -0.580 0.435
C 2.646170 -11.917590 6.653680 -1.241 -0.565 0.282
N 1.589120 -12.837280 5.957700 0.935 2.626 -0.535
C 0.550930 -11.808760 5.361660 0.137 -1.183 3.291
C 2.250110 -13.452770 4.770040 -0.790 -1.032 -0.534
C 1.060060 -13.835330 6.998990 -0.443 0.451 -1.940
C -0.253050 -14.523220 6.519670 0.566 0.044 0.650
O -0.041610 -15.475710 5.460270 0.276 1.070 1.032
H 2.115200 -11.178770 7.253940 -0.329 -0.218 0.203
H 3.181790 -11.306670 5.927050 0.359 -0.714 -0.154
H 3.195850 -12.575170 7.327120 0.602 0.258 -0.493
H 0.049400 -11.446560 6.259090 -0.536 -0.238 0.298
H -0.198510 -12.372030 4.805650 0.564 0.574 -0.786
H 1.050140 -10.868310 5.128300 0.326 -0.558 -1.537
H 1.454420 -13.918000 4.188200 0.087 -0.146 -0.062
H 2.925970 -14.254760 5.066890 0.251 0.392 -0.023
H 2.677920 -12.680110 4.131230 0.247 -0.068 0.402
H 0.957000 -13.216640 7.890460 -0.576 -0.293 0.080
H 1.839530 -14.572950 7.189910 0.129 0.063 -0.269
H -0.996870 -13.757400 6.299790 0.001 0.080 -0.472
H -0.643130 -14.982730 7.427850 -0.039 -0.509 0.039
H -0.867330 -15.654060 5.004240 -0.075 0.017 0.035
C 11.224420 -8.199010 -6.513920 -1.463 0.316 -0.819
N 10.101300 -7.783060 -5.518100 1.586 0.101 2.057
C 10.187120 -6.245000 -5.213740 0.078 -1.397 -0.793
C 8.711790 -8.204520 -6.002290 0.572 1.189 -0.349
C 10.416860 -8.558000 -4.217540 -0.336 -0.098 0.426
C 9.701600 -8.123590 -2.940770 -0.323 -0.381 0.339
O 8.327940 -8.276110 -3.103880 0.151 0.440 -2.023
H 10.899150 -7.848770 -7.493530 -0.148 0.013 -0.038
H 11.317440 -9.282100 -6.593790 -0.349 0.036 0.442
H 12.228090 -7.789910 -6.398280 -0.373 0.321 1.008
H 10.012160 -5.802650 -6.194470 -0.290 0.441 0.378
H 11.175660 -5.957880 -4.855360 0.216 -0.537 -0.271
H 9.521230 -5.962190 -4.398440 -0.520 -0.263 -0.565
H 8.592260 -9.287720 -6.024480 0.446 0.128 -0.345
H 8.650810 -7.676530 -6.953930 -0.431 -0.589 -0.275
H 7.916490 -7.842470 -5.350740 0.523 0.195 0.265
H 11.485440 -8.473400 -4.019880 0.034 -0.130 -0.298
H 10.114170 -9.576950 -4.458850 0.321 -0.093 0.152
H 10.046910 -7.139690 -2.623270 -0.286 0.529 -0.143
H 10.005140 -8.757900 -2.107940 0.594 -0.419 -0.175
H 7.800750 -8.203330 -2.304900 -0.019 0.061 1.138
C 5.811350 -11.255000 -1.250330 0.422 0.295 1.463
N 5.442230 -11.409100 0.301610 0.809 -1.193 -2.728
C 6.727610 -11.233240 1.116460 -1.086 1.280 -1.380
C 4.389810 -10.421390 0.636530 0.031 0.051 2.260
C 5.090100 -12.890170 0.483870 -0.453 -0.209 0.312
C 4.304040 -13.220710 1.816260 2.882 -0.023 0.359
O 3.005780 -13.009380 1.589310 -3.713 0.627 -0.519
H 6.743590 -11.791100 -1.428190 -0.269 -0.269 0.110
H 6.025480 -10.205810 -1.453890 -0.289 -0.016 0.330
H 5.023320 -11.622590 -1.907590 -0.107 -0.126 0.441
H 7.097840 -10.238780 0.867280 0.120 0.004 0.219
H 7.393350 -11.966230 0.660820 0.142 0.065 0.894
H 6.451410 -11.262050 2.170490 0.345 -0.492 -0.096
H 4.173050 -10.666140 1.676340 0.102 0.581 0.330
H 3.376800 -10.444670 0.234820 0.532 -0.737 -1.176
H 4.787860 -9.408010 0.584270 0.057 -0.187 -0.031
H 5.971850 -13.498440 0.282340 0.419 0.413 0.632
H 4.545760 -13.152150 -0.423410 -0.950 -0.120 0.490
H 4.543980 -12.689170 2.737120 0.893 0.945 -0.395
H 4.403690 -14.211890 2.258680 0.792 -0.621 -0.970
H 2.757420 -13.822430 1.143360 -0.788 0.017 -0.380
C 9.492890 -17.176220 2.449490 -3.290 -0.408 -0.118
N 8.759650 -16.513250 1.242000 0.160 -1.941 -0.623
C 9.459570 -17.063480 -0.025510 1.319 2.043 0.669
C 7.309800 -17.052090 0.978880 0.310 0.715 1.912
C 8.822140 -14.949870 1.385710 -0.536 -1.770 -0.332
C 8.205090 -14.371770 2.661460 1.536 0.591 0.873
O 6.846230 -14.552180 2.863910 -0.445 -0.381 -1.449
H 9.185750 -18.219980 2.383550 0.783 -0.302 -0.346
H 8.877560 -16.906040 3.307670 0.446 0.591 0.226
H 10.555690 -17.020400 2.634600 -0.248 0.393 -0.770
H 9.468130 -18.150680 -0.103100 -0.756 0.209 0.202
H 10.510790 -16.786800 0.055030 0.132 0.149 0.129
H 9.110310 -16.508250 -0.896050 -0.518 -0.407 0.014
H 7.359730 -18.056220 0.557770 0.063 0.352 -0.137
H 6.752910 -16.316180 0.398880 0.468 -0.170 -0.557
H 6.760650 -17.078820 1.920060 0.229 -0.071 0.184
H 8.266430 -14.620740 0.507670 0.375 0.318 -0.151
H 9.905040 -14.854450 1.306200 -0.205 1.152 0.054
H 8.477540 -13.316430 2.650230 -0.196 0.456 -0.775
H 8.786010 -14.598410 3.555470 0.052 -0.904 0.127
H 6.637880 -14.766480 3.776200 0.424 -0.114 0.275
B 3.266310 -8.227280 3.986050 0.381 2.214 -1.532
F 2.561940 -7.102830 4.383610 -1.045 1.014 0.375
F 3.652350 -8.058210 2.654300 -0.044 -0.031 -1.018
F 4.328530 -8.380450 4.758720 2.554 -0.538 1.951
F 2.477300 -9.309450 4.058770 -2.475 -3.090 0.279
B 1.610230 -15.556850 0.476690 -1.439 -1.127 1.135
F 2.761790 -15.274060 -0.128280 2.427 1.095 -0.204
F 0.671830 -14.583330 0.153500 -1.165 1.398 -0.262
F 1.195660 -16.772410 0.094720 -1.172 -2.410 -1.394
F 1.618070 -15.666100 1.886110 0.736 0.984 1.007
B 5.499840 -14.599850 5.616130 -0.043 -1.018 -0.051
F 4.793840 -15.561810 4.851880 -0.047 0.461 -1.137
F 5.286180 -13.284870 5.237900 -0.193 0.238 -0.448
F 5.092210 -14.840340 6.871590 -1.254 0.364 2.910
F 6.854200 -14.927420 5.597840 1.181 0.096 -0.869
B 6.340790 -7.435510 -0.359260 -1.563 3.011 1.316
F 7.114330 -8.387910 -0.850020 1.950 -3.467 -2.147
F 5.012340 -7.495760 -0.803720 -0.330 -0.415 -0.502
F 6.404930 -7.525180 0.986130 -0.346 -0.257 1.958
F 6.900500 -6.223750 -0.746140 0.307 1.244 -0.800
B 5.968090 -14.595520 -2.689740 -0.800 -3.334 -0.406
F 6.878380 -14.796990 -1.697470 1.790 -0.765 2.298
F 6.123710 -15.688560 -3.646830 0.210 0.938 -0.123
F 4.695210 -14.828270 -2.145080 -0.264 1.143 -0.219
F 6.288580 -13.392370 -3.185910 -0.584 1.919 -1.583
B 10.883140 -12.085080 0.479640 -0.585 1.258 2.107
F 9.544350 -11.685860 0.239210 0.023 0.608 0.062
F 11.058000 -13.230710 -0.146000 0.625 -3.384 -2.097
F 11.840610 -11.174390 0.119730 0.424 1.306 -0.834
F 11.082850 -12.326290 1.864330 -0.471 -0.021 0.672
```
Positions in Å, forces in eV/Å.

Results of the Löwdin charge analysis, in e, for atoms 1 through 6: -0.080 -0.144 0.016 -0.014 0.004 -0.106